No. 1
{
  "formula": "C17H38BrN9O4P2S3SbTi",
  "method": "ωB97M-V with the def2-TZVPD basis set",
  "species": ["Ti", "S", "Sb", "S", "S", "C", "N", "C", "P", "O", "O", "P", "O", "N", "C", "C", "N", "C", "C", "N", "C", "C", "H", "H", "H", "H", "H", "H", "H", "H", "H", "H", "H", "H", "H", "H", "H", "H", "H", "H", "H", "H", "H", "H", "H", "H", "C", "N", "C", "C", "N", "H", "H", "H", "H", "H", "H", "N", "C", "N", "O", "H", "H", "H", "H", "Br", "C", "C", "C", "C", "C", "N", "H", "H", "H", "H"],
  "coordinates": [[0.344, -0.750, -1.171], [0.267, -5.856, -0.374], [-1.117, -4.015, -0.290], [-0.104, -2.589, 1.448], [-0.551, -2.529, -2.356], [-3.517, 1.128, -0.122], [-2.705, 0.964, 1.073], [-3.354, 1.534, 2.240], [-1.777, -0.465, 1.314], [-1.417, -0.707, -0.128], [-0.713, 0.211, 2.335], [0.799, 0.656, 1.983], [1.128, 0.359, 0.568], [1.775, -0.090, 3.048], [2.830, -0.988, 2.578], [1.287, -0.380, 4.391], [0.820, 2.255, 2.341], [-0.141, 3.120, 1.668], [1.489, 2.855, 3.480], [-2.833, -1.311, 2.278], [-3.911, -1.973, 1.549], [-2.422, -2.022, 3.476], [-3.651, 2.196, -0.324], [-4.521, 0.695, -0.009], [-3.025, 0.672, -0.976], [-3.528, 2.602, 2.074], [-2.725, 1.424, 3.122], [-4.322, 1.062, 2.453], [2.996, -0.845, 1.513], [2.540, -2.027, 2.748], [3.754, -0.779, 3.123], [0.507, 0.326, 4.676], [2.108, -0.293, 5.106], [0.876, -1.393, 4.439], [-0.686, 2.565, 0.904], [0.375, 3.966, 1.206], [-0.877, 3.507, 2.378], [2.228, 2.170, 3.885], [0.776, 3.122, 4.267], [2.001, 3.766, 3.163], [-4.091, -1.479, 0.594], [-4.828, -1.934, 2.141], [-3.663, -3.018, 1.341], [-1.582, -1.512, 3.942], [-2.118, -3.049, 3.261], [-3.267, -2.018, 4.171], [-1.944, 0.009, -5.695], [-1.438, 1.106, -4.871], [-1.003, 2.330, -5.528], [-1.091, 0.850, -3.637], [-0.845, 0.614, -2.532], [-2.875, 0.309, -6.175], [-2.122, -0.860, -5.064], [-1.211, -0.257, -6.459], [-1.850, 2.802, -6.025], [-0.230, 2.114, -6.270], [-0.601, 3.018, -4.789], [2.230, -3.787, -2.065], [2.305, -2.997, -0.979], [2.592, -3.567, 0.199], [2.162, -1.732, -1.083], [1.876, -4.722, -1.840], [1.662, -3.351, -2.786], [2.254, -4.532, 0.256], [2.219, -3.024, 0.975], [2.792, -1.128, -4.200], [3.034, 0.318, -3.016], [4.231, 1.016, -3.057], [4.333, 2.175, -2.315], [3.228, 2.612, -1.600], [2.095, 1.825, -1.598], [2.002, 0.664, -2.263], [5.044, 0.658, -3.671], [5.253, 2.744, -2.319], [3.246, 3.542, -1.050], [1.201, 2.120, -1.068]],
  "spin_multiplicity": 2,
  "homo_ev": [-6.0, -6.1],
  "s2": 0.76,
  "de_lowest_kj_mol": 114.9,
  "homo_lumo_gap_ha": [0.2200, 0.2231],
  "total_charge": 0
}

***

No. 2
{
  "formula": "C21H60O9",
  "method": "ωB97M-V with the def2-TZVPD basis set",
  "species": ["C", "C", "C", "O", "H", "H", "H", "H", "H", "H", "H", "H", "C", "C", "C", "O", "H", "H", "H", "H", "H", "H", "H", "H", "C", "C", "C", "O", "H", "H", "H", "H", "H", "H", "H", "H", "C", "C", "C", "O", "H", "H", "H", "H", "H", "H", "H", "H", "C", "C", "C", "O", "H", "H", "H", "H", "H", "H", "H", "H", "C", "C", "C", "O", "H", "H", "H", "H", "H", "H", "H", "H", "C", "O", "H", "H", "H", "H", "C", "O", "H", "H", "H", "H", "C", "O", "H", "H", "H", "H"],
  "coordinates": [[-4.755, -0.155, 0.590], [-3.847, -1.361, 0.647], [-4.342, -2.605, 1.424], [-3.636, -1.781, -0.690], [-4.877, 0.258, 1.592], [-5.716, -0.464, 0.179], [-4.398, 0.611, -0.099], [-2.929, -1.005, 1.118], [-5.249, -3.015, 0.977], [-4.747, -2.428, 2.421], [-3.560, -3.363, 1.383], [-2.777, -2.212, -0.753], [0.660, -2.931, 5.020], [-0.856, -3.284, 4.887], [-1.357, -2.937, 3.520], [-0.992, -4.677, 5.123], [1.342, -3.502, 4.388], [0.943, -3.098, 6.060], [0.897, -1.879, 4.860], [-1.497, -2.736, 5.577], [-1.339, -1.861, 3.345], [-2.408, -3.192, 3.390], [-0.736, -3.403, 2.754], [-0.143, -5.019, 4.832], [-1.520, 3.531, -3.817], [-1.335, 2.720, -2.492], [-2.462, 1.653, -2.382], [-0.123, 2.035, -2.497], [-1.341, 2.931, -4.709], [-0.826, 4.372, -3.830], [-2.517, 3.958, -3.934], [-1.307, 3.352, -1.604], [-2.334, 0.961, -1.550], [-2.411, 1.014, -3.265], [-3.441, 2.133, -2.364], [0.551, 2.505, -3.001], [3.258, -0.165, 2.024], [3.022, 1.196, 2.710], [3.060, 2.362, 1.681], [1.772, 1.117, 3.336], [2.912, -0.114, 0.991], [2.822, -0.983, 2.596], [4.294, -0.432, 1.807], [3.833, 1.347, 3.424], [3.957, 2.222, 1.078], [2.977, 3.318, 2.196], [2.184, 2.240, 1.044], [1.919, 1.259, 4.274], [4.075, 3.697, -3.933], [2.972, 2.717, -3.577], [3.221, 2.166, -2.152], [1.830, 3.441, -3.609], [4.993, 3.134, -4.105], [4.305, 4.365, -3.103], [3.798, 4.235, -4.840], [2.910, 1.908, -4.306], [2.434, 1.474, -1.851], [3.147, 3.005, -1.459], [4.193, 1.704, -1.979], [1.645, 3.626, -4.533], [2.156, -2.188, -3.187], [1.248, -1.001, -3.559], [0.557, -1.250, -4.936], [0.330, -0.708, -2.552], [1.929, -3.146, -3.655], [2.238, -2.370, -2.115], [3.149, -1.825, -3.453], [1.801, -0.061, -3.606], [-0.079, -0.390, -5.144], [0.090, -2.235, -4.938], [1.280, -1.250, -5.752], [-0.028, 0.181, -2.638], [-0.569, 0.887, 0.580], [-0.570, 0.450, 1.938], [-1.000, 1.881, 0.468], [0.434, 0.833, 0.156], [-1.107, 0.132, 0.006], [0.218, 0.751, 2.399], [-1.296, 1.049, 4.880], [-2.435, 0.391, 4.321], [-0.470, 0.338, 4.921], [-1.097, 1.921, 4.257], [-1.654, 1.348, 5.864], [-2.185, 0.127, 3.431], [-0.477, -3.132, -0.074], [-1.190, -2.716, -1.219], [-0.952, -4.016, 0.351], [0.490, -3.466, -0.452], [-0.345, -2.328, 0.651], [-0.613, -2.168, -1.759]],
  "smiles": "CC(C)O.CC(C)O.CC(C)O.CC(C)O.CC(C)O.CC(C)O.CO.CO.CO",
  "homo_ev": -9.1,
  "de_lowest_kj_mol": 187.4,
  "homo_lumo_gap_ha": 0.3441,
  "total_charge": 0
}

***

No. 3
{
  "formula": "C25H68BClN9O10P3S",
  "method": "ωB97M-V with the def2-TZVPD basis set",
  "species": ["C", "C", "B", "O", "C", "Cl", "O", "S", "O", "O", "O", "C", "O", "C", "C", "C", "O", "H", "H", "H", "H", "H", "H", "H", "H", "H", "H", "H", "H", "H", "H", "O", "P", "N", "C", "C", "N", "C", "C", "N", "C", "C", "H", "H", "H", "H", "H", "H", "H", "H", "H", "H", "H", "H", "H", "H", "H", "H", "H", "H", "O", "P", "N", "C", "C", "N", "C", "C", "N", "C", "C", "H", "H", "H", "H", "H", "H", "H", "H", "H", "H", "H", "H", "H", "H", "H", "H", "H", "H", "O", "P", "N", "C", "C", "N", "C", "C", "N", "C", "C", "H", "H", "H", "H", "H", "H", "H", "H", "H", "H", "H", "H", "H", "H", "H", "H", "H", "H"],
  "coordinates": [[-5.894, -1.776, 0.674], [-5.450, -1.352, 2.092], [-3.916, -1.458, 2.382], [-3.426, -1.944, 3.565], [-2.852, -0.995, 1.273], [-2.567, -2.482, 0.308], [-3.299, 0.131, 0.531], [-2.126, 0.572, -0.479], [-2.062, 1.987, -0.550], [-2.214, -0.164, -1.687], [-0.940, 0.117, 0.465], [-1.483, -0.485, 1.732], [-0.676, -1.443, 2.219], [0.663, -1.020, 2.482], [1.467, -2.256, 2.922], [2.196, -2.849, 1.728], [2.445, -1.808, 3.864], [-6.976, -1.902, 0.622], [-5.431, -2.711, 0.362], [-5.626, -1.026, -0.070], [-6.014, -1.958, 2.807], [-5.731, -0.301, 2.225], [-3.763, -2.823, 3.755], [-1.592, 0.408, 2.361], [1.129, -0.602, 1.588], [0.712, -0.262, 3.270], [0.741, -2.950, 3.352], [2.442, -3.895, 1.900], [1.606, -2.746, 0.815], [3.132, -2.319, 1.558], [2.196, -2.106, 4.742], [-4.314, 1.407, 3.423], [-4.153, 2.775, 3.984], [-3.040, 3.573, 2.987], [-1.602, 3.588, 3.163], [-3.467, 3.627, 1.592], [-3.606, 2.415, 5.581], [-2.415, 2.975, 6.185], [-3.814, 1.044, 6.036], [-5.034, 4.110, 4.420], [-4.685, 5.496, 4.159], [-6.115, 3.915, 5.379], [-1.191, 4.466, 2.658], [-1.102, 2.696, 2.758], [-1.320, 3.699, 4.202], [-4.336, 4.283, 1.462], [-3.730, 2.637, 1.218], [-2.667, 4.016, 0.967], [-1.492, 2.524, 5.800], [-2.438, 2.806, 7.265], [-2.368, 4.058, 6.050], [-3.040, 0.353, 5.676], [-4.776, 0.664, 5.705], [-3.809, 1.030, 7.129], [-3.808, 5.810, 4.732], [-5.524, 6.131, 4.447], [-4.498, 5.689, 3.106], [-5.792, 4.162, 6.394], [-6.447, 2.876, 5.376], [-6.979, 4.527, 5.115], [-3.281, 3.892, -5.989], [-1.864, 3.501, -6.161], [-1.734, 2.867, -7.739], [-1.901, 1.476, -8.107], [-2.155, 3.803, -8.771], [-1.648, 2.373, -4.883], [-1.116, 1.036, -5.047], [-2.659, 2.386, -3.827], [-0.323, 4.121, -6.078], [0.756, 3.890, -7.022], [0.081, 4.729, -4.817], [-1.376, 1.292, -9.049], [-2.951, 1.181, -8.232], [-1.439, 0.810, -7.389], [-1.461, 4.649, -8.839], [-3.157, 4.205, -8.585], [-2.163, 3.309, -9.742], [-1.841, 0.344, -5.492], [-0.835, 0.633, -4.072], [-0.204, 1.038, -5.650], [-3.559, 1.820, -4.099], [-2.965, 3.402, -3.592], [-2.231, 1.948, -2.925], [1.107, 2.855, -6.996], [1.596, 4.538, -6.764], [0.479, 4.136, -8.044], [0.646, 4.025, -4.200], [-0.794, 5.044, -4.247], [0.685, 5.621, -4.995], [5.116, -3.471, 0.707], [6.189, -4.470, 0.512], [7.660, -3.616, 0.536], [8.331, -3.043, -0.613], [7.865, -2.867, 1.770], [5.754, -5.142, -1.017], [6.646, -5.259, -2.152], [4.390, -4.874, -1.465], [6.768, -5.889, 1.148], [8.163, -6.234, 1.368], [5.834, -7.003, 1.249], [9.395, -2.933, -0.385], [7.935, -2.060, -0.903], [8.292, -3.697, -1.474], [8.012, -3.544, 2.619], [7.020, -2.212, 2.004], [8.758, -2.249, 1.686], [6.816, -4.301, -2.658], [6.217, -5.947, -2.885], [7.608, -5.688, -1.863], [4.283, -3.886, -1.930], [3.689, -4.928, -0.637], [4.102, -5.635, -2.195], [8.704, -6.362, 0.427], [8.211, -7.174, 1.918], [8.686, -5.495, 1.970], [5.937, -7.684, 0.399], [4.806, -6.640, 1.265], [5.992, -7.556, 2.177]],
  "smiles": "CCB(O)[C@@]1(Cl)OS(=O)(=O)O[C@@H]1OC[C@@H](C)O.CN(C)P(=O)(N(C)C)N(C)C.CN(C)P(=O)(N(C)C)N(C)C.CN(C)P(=O)(N(C)C)N(C)C",
  "homo_ev": -7.9,
  "homo_lumo_gap_ha": 0.3064,
  "total_charge": 0
}

***

Number 1: strongest force on any atom 1.41 eV/A. Number 2: strongest force on any atom 3.44 eV/A. Number 3: strongest force on any atom 4.20 eV/A.